1.
C4H10N2O2 | the ωB97M-V functional and the def2-TZVPD basis

The geometry in XYZ format:
```
18
C4H10N2O2, DFT the ωB97M-V functional and the def2-TZVPD basis
C -0.28 -2.52 0.42
C -0.58 -1.27 -0.39
C -0.61 -1.07 -1.73
N -0.67 0.32 -1.93
C -0.58 0.90 -0.71
N -0.60 -0.02 0.21
H 0.79 -2.46 0.63
H -0.91 -2.65 1.28
H -0.42 -3.39 -0.23
H -0.63 -1.69 -2.60
H -0.84 0.77 -2.81
H -0.54 1.97 -0.63
O 0.71 1.13 1.99
H -0.01 0.41 1.38
H 0.56 0.76 2.87
O 1.32 3.14 0.43
H 1.02 2.82 1.32
H 2.25 2.83 0.49
```

Computed properties:
Orbital gap ... 10.0 eV
Max |F| ... 2.675 eV Å⁻¹
SMILES ... Cc1c[nH]cn1.O.O
Total charge ... 0
E_HOMO ... -9.290 eV
Energy relative to the best compared isomer or geometry (same formula, charge and spin) ... 41.2 kcal/mol

These are the Löwdin partial charges, in e, on atoms 1 to 4: -0.02, -0.29, -0.04, 0.07



2.
C4H10N2O3P | the ωB97M-V functional and the def2-TZVPD basis

The geometry in XYZ format:
```
20
C4H10N2O3P, DFT the ωB97M-V functional and the def2-TZVPD basis
C 0.35 -0.59 -0.56
C -1.04 -1.13 -0.60
C 1.13 -2.86 -0.19
C -1.46 3.30 1.37
N 0.58 0.71 -0.74
N 1.28 -1.50 -0.35
O 2.53 -1.09 -0.67
O 0.20 3.35 -0.97
O -1.12 2.02 0.80
P -0.13 2.09 -0.41
H -1.74 -0.40 -0.98
H -1.39 -1.67 0.31
H -0.97 -1.91 -1.40
H 2.10 -3.24 0.03
H 0.50 -3.03 0.80
H 0.74 -3.30 -1.14
H -2.44 3.30 1.72
H -1.36 4.13 0.66
H -0.90 3.31 2.38
H 3.13 -1.50 -0.05
```

Computed properties:
Orbital gap ... 10.2 eV
Max |F| ... 3.954 eV Å⁻¹
Total charge ... +1
E_HOMO ... -14.155 eV
Energy relative to the best compared isomer or geometry (same formula, charge and spin) ... 23.6 kcal/mol

These are the Löwdin partial charges, in e, on atoms 1 to 4: -0.34, 0.01, 0.00, -0.07



3.
C4H10N2OS | the ωB97M-V functional and the def2-TZVPD basis

The geometry in XYZ format:
```
18
C4H10N2OS, DFT the ωB97M-V functional and the def2-TZVPD basis
C 1.81 0.46 1.07
N 2.04 -0.80 0.48
C -0.82 -0.46 -1.08
C 0.33 0.22 -1.44
S 0.44 2.03 -1.44
C -1.63 -0.11 0.08
N -2.42 -1.11 0.61
O -1.69 1.02 0.56
H 0.79 0.85 1.05
H 2.31 0.64 2.03
H 2.33 1.16 0.40
H 1.47 -1.51 0.97
H -1.02 -1.45 -1.48
H 0.65 -0.14 -2.43
H 1.21 -0.23 -0.68
H -0.48 2.32 -0.51
H -3.24 -0.82 1.10
H -2.08 -2.05 0.70
```

Computed properties:
Orbital gap ... 6.2 eV
Max |F| ... 4.030 eV Å⁻¹
Total charge ... 0
E_HOMO ... -8.007 eV
Energy relative to the best compared isomer or geometry (same formula, charge and spin) ... 118.8 kcal/mol

These are the Löwdin partial charges, in e, on atoms 1 to 4: -0.32, -0.06, -0.09, -0.54



4.
C4H10N2S | the ωB97M-V functional and the def2-TZVPD basis

The geometry in XYZ format:
```
17
C4H10N2S, DFT the ωB97M-V functional and the def2-TZVPD basis
C 1.95 0.23 0.51
C 0.62 -0.44 0.45
C -0.54 0.54 0.79
C -0.95 1.44 -0.35
S -1.70 0.68 -1.86
N 0.58 -1.64 0.06
N -0.69 -2.23 -0.09
H 2.06 0.72 1.46
H 2.77 -0.50 0.41
H 2.00 0.99 -0.33
H -0.11 1.13 1.62
H -1.38 -0.10 1.19
H -0.15 2.07 -0.73
H -1.70 2.11 0.00
H -0.85 -0.36 -1.93
H -0.54 -3.07 -0.67
H -1.37 -1.59 -0.54
```

Computed properties:
Orbital gap ... 9.7 eV
Max |F| ... 2.111 eV Å⁻¹
SMILES ... C/C(CCS)=N/N
Total charge ... 0
E_HOMO ... -8.800 eV
Energy relative to the best compared isomer or geometry (same formula, charge and spin) ... 27.0 kcal/mol

These are the Löwdin partial charges, in e, on atoms 1 to 4: -0.06, -0.42, -0.21, -0.53



- max |F| of number 1 (C4H10N2O2)?
  2.675 eV Å⁻¹